Formula: C21H30N4O4S
Source: the Open Molecules 2025 dataset
Level of theory: ωB97M-V/def2-TZVPD

Structure (XYZ):
```
60
Properties=species:S:1:pos:R:3:forces:R:3
C -4.568873 -4.855073 1.967430 0.020 -0.049 -0.247
C -3.976003 -4.581560 0.591081 0.102 0.191 0.231
C -3.009266 -3.401895 0.623586 -0.040 -0.193 -0.288
H -2.197841 -3.610659 1.324214 0.029 0.057 0.037
H -3.536751 -2.508684 0.965956 0.027 0.025 0.089
C -2.411628 -3.139317 -0.758180 -0.262 -0.459 0.191
N -1.505062 -2.006473 -0.740048 0.244 0.042 -0.066
C -1.960696 -0.727031 -0.834335 -0.014 0.843 -0.095
N -1.220310 0.325172 -0.774244 -0.347 -0.116 -0.151
C 0.128271 0.174798 -0.602043 0.545 -0.719 0.020
C 0.947031 1.304010 -0.487080 0.118 -0.152 0.047
C 2.300020 1.154450 -0.323741 -0.084 0.016 0.053
C 2.908480 -0.116614 -0.255810 -0.515 -0.239 -0.073
C 2.087845 -1.234913 -0.353573 0.209 0.062 0.102
C 0.713047 -1.097211 -0.526514 -0.053 0.659 -0.007
C -0.137702 -2.278985 -0.585754 0.039 -0.057 -0.004
O 0.254716 -3.425741 -0.509623 0.072 -0.067 0.045
H 2.472156 -2.239235 -0.278881 0.091 -0.075 0.012
N 4.286742 -0.213444 -0.164181 0.437 -0.018 -0.162
C 5.015929 0.605046 0.786006 0.329 0.078 -0.031
H 4.534425 1.572536 0.911371 0.031 -0.021 0.018
C 6.448523 0.797768 0.285222 -0.251 0.223 0.201
H 7.040537 1.353876 1.013883 -0.067 0.024 -0.049
O 7.092391 -0.441940 0.113704 0.099 -0.054 0.109
C 6.383237 -1.241887 -0.801742 -0.256 -0.272 -0.096
C 4.939863 -1.493084 -0.349868 0.313 0.094 -0.126
H 4.427124 -2.056572 -1.129128 0.013 -0.028 0.039
H 4.947221 -2.080906 0.581062 -0.050 -0.048 -0.054
H 6.929209 -2.183722 -0.873110 -0.068 0.029 -0.050
H 6.368388 -0.752774 -1.788108 -0.014 -0.075 0.068
H 6.430994 1.346460 -0.669228 -0.012 -0.015 0.091
H 5.051742 0.101487 1.765942 -0.025 0.091 -0.005
H 2.914859 2.039540 -0.264397 0.067 0.075 -0.019
H 0.494897 2.283050 -0.520535 -0.067 0.127 -0.030
S -3.693589 -0.504871 -1.061583 -0.381 -0.053 -0.129
C -3.793155 1.221134 -1.630458 0.023 -0.220 0.135
H -2.900615 1.411204 -2.224906 -0.057 0.037 -0.059
C -3.926377 2.249885 -0.508298 0.291 -0.386 -0.201
O -4.946999 2.883671 -0.338256 -0.416 0.242 -0.028
N -2.815054 2.367436 0.232552 0.411 0.162 0.224
H -1.996003 1.825624 -0.047727 -0.310 0.031 -0.047
C -2.664441 3.380581 1.244480 0.033 0.420 -0.167
C -1.949731 4.616296 0.694499 -0.280 -0.096 0.185
O -0.636202 4.258188 0.322441 -0.087 -0.247 0.117
C 0.096528 5.335725 -0.198941 -0.003 0.085 -0.043
H 1.084023 4.953188 -0.450255 0.034 0.087 -0.036
H 0.194850 6.142736 0.537678 0.025 -0.017 -0.031
H -0.378857 5.741246 -1.100870 0.041 -0.006 0.018
H -1.924752 5.403355 1.463419 0.007 -0.042 -0.060
H -2.498821 5.001570 -0.177771 0.029 -0.022 0.084
H -2.087556 2.968803 2.075269 -0.071 0.061 0.029
H -3.661745 3.669621 1.584472 0.143 -0.023 0.069
H -4.688030 1.258929 -2.251121 0.076 0.028 0.067
H -1.823858 -4.004042 -1.076526 -0.156 0.165 -0.029
H -3.203778 -2.945537 -1.485618 0.126 -0.070 -0.003
H -3.448226 -5.469811 0.238034 -0.019 -0.034 -0.098
H -4.780069 -4.366043 -0.115668 -0.016 -0.058 -0.096
H -5.255892 -5.696649 1.926583 -0.083 -0.070 0.089
H -3.782534 -5.088098 2.681839 0.050 -0.026 0.117
H -5.112615 -3.984620 2.327407 -0.070 0.071 0.092
```
Forces are in eV/Å.

## Properties
Highest occupied orbital energy   -7.7 eV
SMILES   CCCCn1c(SCC(=O)NCCOC)nc2ccc(N3CCOCC3)cc2c1=O
Energy relative to the best compared isomer or geometry (same formula, charge and spin)   48.67 kcal per mole
Spin multiplicity   1



Formula: C21H30N4O9P2V
Source: the Open Molecules 2025 dataset
Level of theory: ωB97M-V/def2-TZVPD

Structure (XYZ):
```
67
Properties=species:S:1:pos:R:3:forces:R:3
V 0.104353 -0.355321 -0.130952 -0.099 0.330 0.143
C -0.445087 2.448334 -2.263760 -0.024 -0.009 0.002
P -0.538070 0.649530 -2.257775 -0.005 0.004 -0.022
C 0.555790 0.036638 -3.555256 0.005 0.019 -0.001
C -2.235956 0.125945 -2.683332 -0.001 -0.014 0.016
C -2.552462 -1.263224 -2.113148 -0.017 0.022 0.002
P -2.203297 -1.267050 -0.325572 0.079 -0.009 -0.057
C -2.710849 -2.828267 0.416302 0.022 0.008 0.007
C -3.315774 -0.030619 0.401271 0.015 0.000 -0.017
H -0.650677 2.810218 -3.273434 -0.001 -0.003 -0.005
H 0.557542 2.763461 -1.972969 -0.001 0.007 0.000
H -1.180975 2.880290 -1.583691 0.007 0.014 -0.006
H 0.271015 0.503529 -4.500012 0.001 -0.003 -0.003
H 0.468397 -1.045400 -3.646457 -0.001 -0.003 -0.005
H 1.585783 0.303679 -3.321200 0.001 -0.001 -0.002
H -2.337866 0.140832 -3.770635 0.010 -0.010 -0.002
H -2.921782 0.880226 -2.292118 -0.004 0.004 -0.005
H -1.939934 -2.046117 -2.565364 -0.004 0.004 -0.006
H -3.599245 -1.522161 -2.286007 -0.003 0.002 0.005
H -3.789057 -2.935381 0.282763 0.000 -0.002 -0.004
H -2.492463 -2.808640 1.484637 0.000 -0.001 0.000
H -2.194008 -3.660581 -0.051538 0.002 -0.011 -0.006
H -4.348393 -0.297561 0.168264 -0.003 0.000 0.000
H -3.117402 0.974038 0.028876 -0.005 0.006 0.009
H -3.191476 -0.031722 1.484636 -0.005 0.005 0.001
O 0.220896 0.408717 3.374682 0.031 -0.013 -0.014
C -0.275956 1.096351 2.553280 -0.025 0.014 0.189
O -0.237568 0.674552 1.196404 0.109 -0.266 -0.351
C -0.989052 2.375078 2.715992 -0.020 0.027 -0.039
C -1.088902 2.941201 3.985922 0.013 -0.012 0.014
C -1.783983 4.125723 4.115501 0.037 0.011 -0.030
C -2.391945 4.767351 3.050056 -0.005 0.016 -0.009
C -2.273357 4.167949 1.810840 0.015 -0.009 0.013
C -1.578838 2.995149 1.624987 0.004 -0.021 -0.019
N -2.913856 4.777621 0.625522 -0.022 -0.004 -0.003
O -2.826827 4.153453 -0.423958 0.007 -0.004 0.001
O -3.477336 5.826183 0.772291 0.007 0.006 0.007
N -1.892723 4.739188 5.464909 -0.115 -0.065 0.031
O -1.368587 4.137695 6.372527 0.047 0.019 0.003
O -2.510030 5.773475 5.538554 0.034 0.033 -0.009
H -0.640303 2.476954 4.853922 -0.001 0.005 -0.001
H -2.934221 5.692548 3.190797 0.001 -0.001 0.003
H -1.508829 2.582697 0.633862 0.002 0.014 0.008
C 2.589551 -2.327952 1.986983 0.009 0.037 0.003
C 3.722811 -2.031337 1.013297 0.020 -0.007 0.010
C 3.363036 -2.221017 -0.493821 -0.023 0.025 -0.023
C 4.509271 -1.712620 -1.390520 -0.001 0.025 -0.028
C 4.242847 -1.912573 -2.876785 -0.005 -0.002 0.018
C 3.135297 -3.710118 -0.740945 0.045 0.003 -0.021
O 4.025751 -4.503376 -0.679304 0.004 0.003 0.012
N 1.832357 -4.135442 -1.043645 -0.016 -0.010 0.021
C 0.706253 -3.371011 -1.114533 0.067 0.054 -0.208
O -0.389552 -3.784198 -1.390064 -0.063 -0.010 0.090
N 0.908863 -1.986804 -0.905953 0.016 -0.093 0.165
C 2.123097 -1.447698 -0.727751 -0.070 -0.014 0.130
O 2.037220 -0.175761 -0.612090 -0.066 -0.081 0.005
H 2.958415 -2.294845 3.010524 0.012 -0.012 -0.003
H 2.155981 -3.318190 1.831052 -0.006 -0.001 0.008
H 1.789671 -1.576336 1.944866 -0.020 -0.013 -0.019
H 4.560441 -2.705443 1.193798 0.010 0.008 -0.010
H 4.084513 -1.010626 1.138884 0.003 0.002 -0.001
H 5.406682 -2.249747 -1.085323 -0.003 -0.014 0.001
H 4.665168 -0.657105 -1.161524 0.012 -0.006 0.010
H 4.119584 -2.967483 -3.127362 0.007 0.006 0.000
H 5.075984 -1.535687 -3.466563 0.001 0.002 0.000
H 3.346980 -1.374323 -3.203238 -0.003 -0.008 -0.009
H 1.723087 -5.126870 -1.229607 -0.013 -0.004 0.010
```
Forces are in eV/Å.

## Properties
Highest occupied orbital energy (spin up / spin down)   -15.9 / -15.9 eV
Total charge   +2
Spin multiplicity   2
Expectation value of S²   0.77



Formula: C21H30NO4
Source: the Open Molecules 2025 dataset
Level of theory: ωB97M-V/def2-TZVPD

Structure (XYZ):
```
56
Properties=species:S:1:pos:R:3:forces:R:3
C 5.096153 -0.014687 0.963016 0.098 0.085 -0.193
H 4.914509 -1.070426 1.152123 -0.038 -0.122 0.066
C 5.379720 0.228915 -0.514947 -0.184 -0.160 0.069
H 5.522957 1.295770 -0.693190 0.097 0.055 -0.067
H 6.312137 -0.273008 -0.773415 0.018 0.080 -0.077
C 4.286629 -0.305559 -1.450906 0.052 0.207 -0.014
H 4.065665 -1.335507 -1.168030 -0.041 -0.112 -0.051
C 3.031687 0.563574 -1.356548 0.741 0.077 0.419
H 3.225346 1.529360 -1.829008 -0.155 -0.028 0.014
H 2.827449 0.740137 -0.306314 -0.117 0.036 -0.120
N 1.813260 -0.003594 -2.013756 -0.037 0.067 -0.047
C 2.162864 -0.188042 -3.442778 0.045 -0.186 -1.060
H 2.886081 -0.993597 -3.536788 0.012 0.025 0.116
H 1.288417 -0.440008 -4.035745 0.190 0.080 0.210
H 2.599777 0.732292 -3.825185 0.042 0.055 0.149
C 0.609668 0.889775 -1.855661 -0.770 0.559 -0.014
C -0.578617 -0.019678 -2.162983 0.177 0.316 0.684
C -0.141849 -1.380786 -1.860565 0.227 0.154 0.742
H -0.771910 -2.150570 -1.442332 -0.056 -0.042 0.055
O -0.405998 -0.970956 -3.164730 -0.062 -0.373 -1.481
C 1.304374 -1.272243 -1.382371 -0.293 -0.863 0.326
C 1.245525 -1.104521 0.137988 -0.190 0.102 -0.003
H 2.242240 -1.032305 0.569362 0.030 -0.030 0.002
H 0.792275 -2.000778 0.566426 0.078 0.013 -0.020
C 0.378356 0.102454 0.560747 0.412 0.185 0.491
H 0.681753 0.407118 1.572004 0.009 -0.036 -0.338
C 0.447458 1.311585 -0.392033 -0.074 -0.197 0.026
H 1.231394 2.002625 -0.086897 -0.033 -0.010 -0.016
H -0.495437 1.853761 -0.298530 0.056 0.033 -0.031
O -0.990931 -0.298062 0.647536 -0.197 0.009 -0.294
C -1.402363 -0.762774 1.858199 0.115 -0.170 0.295
O -0.652343 -0.863779 2.786818 0.056 -0.086 0.073
C -2.868630 -1.097625 1.873476 -0.178 -0.029 -0.188
C -3.657877 0.179111 2.096089 -0.046 -0.128 0.082
C -3.598062 1.224469 1.182120 -0.034 0.040 -0.053
C -4.343215 2.373303 1.379956 0.030 0.042 -0.054
C -5.156575 2.490193 2.494452 -0.027 0.029 0.043
C -5.219924 1.453697 3.409663 -0.054 0.057 0.032
C -4.473426 0.304371 3.213219 0.025 -0.024 -0.064
H -4.527154 -0.500490 3.930863 0.014 -0.102 0.074
H -5.851887 1.537630 4.280021 -0.066 0.014 0.086
H -5.737394 3.386226 2.647894 -0.064 0.082 0.021
H -4.289928 3.178441 0.662303 -0.007 0.073 -0.058
H -2.964813 1.138714 0.310155 0.004 0.002 -0.074
H -3.035066 -1.766942 2.723199 0.114 0.090 -0.134
C -3.328404 -1.818947 0.588590 0.363 0.130 0.019
H -2.681067 -2.679959 0.398712 0.040 0.077 -0.038
H -3.263688 -1.131293 -0.266905 0.081 -0.072 0.077
O -4.613611 -2.343974 0.716956 -0.384 -0.098 0.138
H -5.233781 -1.635013 0.926443 0.015 0.016 -0.029
H 1.928199 -2.116713 -1.677737 0.080 0.161 -0.043
H -1.576019 0.357717 -2.000015 -0.091 0.021 0.051
H 0.700138 1.751718 -2.519157 0.169 -0.087 -0.005
H 4.683206 -0.304831 -2.465766 -0.103 -0.084 -0.038
H 5.958170 0.284101 1.551886 0.022 0.025 0.142
H 4.244561 0.559610 1.322073 -0.112 0.039 0.106
```
Forces are in eV/Å.

## Properties
Highest occupied orbital energy   -11.7 eV
Total charge   +1
SMILES   CCCC[N@+]1(C)[C@@H]2C[C@@H](OC(=O)[C@H](CO)c3ccccc3)C[C@H]1[C@@H]1O[C@@H]12
Energy relative to the best compared isomer or geometry (same formula, charge and spin)   15.51 kcal per mole
Spin multiplicity   1



| no. | DFT total energy (Eh) |
| --- | --- |
| 1 | -1736.4259 |
| 2 | -3340.5199 |
| 3 | -1173.6636 |